1.
ORCA calculation (ωB97M-V/def2-TZVPD) on C13H14N2O2S in the gas phase at a distorted geometry.

CARTESIAN COORDINATES (ANGSTROEM)
C: 0.31 2.61 -3.77
C: -0.44 2.93 -2.48
O: 0.34 2.71 -1.33
C: 0.55 1.43 -0.89
C: 1.43 1.31 0.19
C: 1.70 0.08 0.74
C: 1.10 -1.07 0.24
C: 1.37 -2.42 0.87
C: 1.48 -2.31 2.36
O: 2.46 -2.59 3.01
N: 0.37 -1.81 3.02
C: -0.86 -1.48 2.53
N: -1.39 -1.88 1.43
C: -2.62 -1.36 1.24
C: -3.08 -0.55 2.23
S: -1.90 -0.41 3.48
C: 0.24 -0.95 -0.83
C: -0.04 0.28 -1.40
H: 0.58 1.56 -3.81
H: -0.31 2.85 -4.63
H: 1.22 3.20 -3.82
H: -0.67 4.00 -2.45
H: -1.38 2.38 -2.43
H: 1.89 2.21 0.58
H: 2.39 0.00 1.57
H: 0.56 -3.11 0.61
H: 2.32 -2.82 0.50
H: 0.52 -1.63 4.01
H: -3.16 -1.62 0.35
H: -4.02 -0.04 2.31
H: -0.24 -1.83 -1.24
H: -0.72 0.33 -2.23

Results
SMILES = CCOc1ccc(CC(=O)Nc2nccs2)cc1
frontier orbital gap = 8.88 eV
energy above the lowest of the compared OMol25 structures with the same formula, charge and spin = 111.8 kJ/mol

2.
ORCA calculation (ωB97M-V/def2-TZVPD) on C13H14N2O6 in the gas phase at a distorted geometry.

CARTESIAN COORDINATES (ANGSTROEM)
C: 5.21 1.18 2.17
O: 3.93 1.70 1.92
C: 3.11 1.05 1.06
C: 3.44 -0.12 0.37
C: 2.53 -0.71 -0.48
C: 1.27 -0.16 -0.71
O: 0.38 -0.71 -1.57
C: -0.09 -2.01 -1.24
C: -0.96 -1.85 0.01
O: -0.56 -2.17 1.11
N: -2.14 -1.18 -0.15
C: -2.84 -0.69 1.03
C: -4.22 -0.27 0.51
C: -3.94 0.05 -0.96
C: -2.82 -0.87 -1.33
O: -2.56 -1.31 -2.42
C: 0.95 1.01 0.00
N: -0.36 1.59 -0.10
O: -0.81 2.11 0.91
O: -0.97 1.50 -1.14
C: 1.85 1.60 0.87
H: 5.16 0.17 2.61
H: 5.67 1.85 2.89
H: 5.82 1.15 1.27
H: 4.41 -0.58 0.50
H: 2.80 -1.61 -1.01
H: 0.73 -2.70 -1.01
H: -0.67 -2.34 -2.10
H: -2.88 -1.47 1.79
H: -2.30 0.16 1.45
H: -4.61 0.58 1.06
H: -4.92 -1.09 0.59
H: -4.80 -0.08 -1.61
H: -3.56 1.07 -1.08
H: 1.57 2.49 1.41

Results
SMILES = COc1ccc(OCC(=O)N2CCCC2=O)c([N+](=O)[O-])c1
frontier orbital gap = 8.41 eV
energy above the lowest of the compared OMol25 structures with the same formula, charge and spin = 0.0 kJ/mol

The records above give, respectively, E_LUMO values of 0.609; -0.404 eV.
The records above give, respectively, HOMO level values of -8.27; -8.82 eV.